[1]
17
Properties=species:S:1:pos:R:3:forces:R:3 method="wB97M-V/def2-TZVPD" gap_ev=6.410 total_charge=-1 relative_energy_ev=1.946
S 2.5946 -0.4924 1.3369 -0.5 0.1 0.0
H -2.8702 -0.7732 0.1557 0.1 0.1 -0.2
C -1.6822 0.7157 -0.6349 0.3 -0.3 -0.9
N -1.9913 -0.3079 0.3096 -0.5 1.9 -1.1
H 0.7763 2.3223 0.8795 -0.3 -0.3 -0.4
C 0.5615 1.2995 0.5050 -1.6 -0.4 2.3
O -0.0210 -3.3245 -0.1835 2.3 2.3 -0.9
H -0.1526 1.6655 -1.3876 1.0 1.6 -3.5
H 2.6776 1.3495 -0.0806 -0.4 0.7 -0.1
H 1.8858 0.0618 -0.7610 -1.1 -0.9 -2.0
O -2.4402 1.0256 -1.5699 0.3 -0.7 1.4
H 0.1250 0.7716 1.5078 0.9 0.9 -2.7
C 1.8336 0.6766 0.0693 2.7 -0.5 2.3
H -1.2756 -0.8760 0.6869 0.8 0.0 0.4
H 0.8854 -2.8999 -0.5543 -3.1 -1.3 1.7
N -0.4530 1.3449 -0.5600 -1.8 -2.0 4.4
H -0.4537 -2.5590 0.2811 1.0 -1.2 -0.7



[2]
23
Properties=species:S:1:pos:R:3:forces:R:3 method="wB97M-V/def2-TZVPD" gap_ev=9.479 smiles="CCCc1ncc2cn[nH]c(=O)n12" relative_energy_ev=8.470
H 1.4249 -2.8534 -0.1819 1.1 -2.4 0.0
H -4.2606 -0.6481 -0.4714 -4.9 2.9 -3.8
H -3.9535 -1.1073 1.0613 -5.3 -4.8 10.2
O -0.6648 -1.8690 -0.4035 -4.4 -2.0 -0.8
H -1.8722 -0.1431 1.1136 8.3 -4.3 5.8
C -0.4609 1.1171 -0.2588 -5.7 6.3 -1.5
C 2.8042 -0.0023 0.2590 2.3 4.3 2.6
H 1.9605 2.9305 0.1256 2.1 1.3 0.6
N 0.1092 2.4050 -0.1875 -1.5 -4.0 0.7
C -2.0216 0.8417 -0.5135 5.2 9.2 10.4
C 1.6968 0.8096 0.0412 -1.7 -3.2 0.1
N 0.4163 0.2493 -0.1366 3.8 -7.8 0.1
H -2.1439 0.2843 -1.1713 -1.4 -9.4 -10.8
H -3.2767 1.2175 1.2594 2.3 -3.5 -0.3
C -2.6418 0.1891 0.7815 -11.5 9.3 -7.0
H -3.1725 -1.4435 -0.2318 5.7 -7.2 -3.9
C 0.2664 -1.2364 -0.2204 8.1 2.5 1.2
N 1.6285 -1.9171 -0.0470 -3.0 6.2 -0.2
N 2.8427 -1.2476 0.2406 -0.2 -3.4 0.0
H 3.6156 0.8468 0.8299 -1.3 -3.5 -2.1
H -2.1978 1.8121 -0.9513 -1.4 0.6 0.7
C -3.6721 -0.8501 0.2590 4.7 8.1 -0.7
C 1.3988 2.0694 0.1120 -1.3 4.7 -1.3



[3]
39
Properties=species:S:1:pos:R:3:forces:R:3 method="wB97M-V/def2-TZVPD" gap_ev=8.822 smiles="CSc1ccccc1-n1nnnc1SCC(=O)NCc1cccs1" relative_energy_ev=0.046
S -0.5047 2.3247 0.0292 0.0 0.5 -0.2
C -2.5935 -0.3991 -0.6459 0.3 0.0 -0.1
H 2.4534 1.2196 1.0889 -0.1 0.2 -0.2
C 2.1653 -1.4156 -1.3971 0.3 0.1 0.1
C 2.1714 2.3026 -0.6114 0.0 0.3 0.5
C 1.5595 -2.6389 -1.0341 0.0 -0.2 0.1
H 1.5936 -3.9177 0.7448 -0.1 -0.2 0.1
H 2.0121 -0.9221 -2.3402 0.0 0.2 -0.2
C -4.8693 -0.1861 0.9644 0.0 0.0 0.1
N -0.7176 -0.7894 2.2490 -0.8 -1.1 0.3
C 3.6867 0.3972 -0.4084 0.0 0.2 -0.1
H -5.7487 -0.1131 1.5840 -0.1 0.0 0.1
C -1.6329 -0.8496 -3.2522 -0.1 0.1 0.6
N 0.4234 -0.3576 2.5649 0.3 -0.6 0.9
C -0.2837 0.9918 1.0973 -0.2 -0.3 0.3
H 4.6013 0.3343 0.1874 0.0 0.0 -0.2
H 0.8934 -3.1898 -1.6733 -0.1 -0.1 -0.1
C -2.4876 -0.1331 0.7250 -0.7 -0.2 -0.3
H -2.2002 0.0106 -3.5945 -0.1 0.0 -0.1
H 1.0023 4.0904 -0.3225 0.0 -0.1 0.0
C -3.8628 -0.5300 -1.1950 0.0 0.1 0.0
N -1.2187 0.0266 1.3111 1.2 1.1 -0.3
H -2.2087 -1.7673 -3.3299 -0.1 0.0 -0.1
H -0.7176 -0.9382 -3.8295 0.0 0.0 0.0
C 1.9066 -3.0408 0.2142 0.2 0.1 0.2
H 3.9265 0.7133 -1.4269 0.1 -0.1 0.2
N 0.7400 0.7395 1.8925 -0.2 0.9 -0.6
S -1.0909 -0.5901 -1.5439 -0.1 -0.2 -0.2
C 1.1322 3.1204 0.1554 -0.2 -0.4 0.0
N 2.8270 1.4202 0.1632 0.4 -0.1 0.3
C 2.9729 -0.9143 -0.4234 0.1 -0.3 0.2
S 2.9858 -1.9429 0.9723 -0.1 0.1 -0.6
C -4.9860 -0.4186 -0.3953 0.0 0.0 0.0
O 2.3797 2.4763 -1.7923 -0.1 0.1 -0.5
H -3.4912 0.1403 2.5826 0.0 0.0 0.1
H -5.9623 -0.5244 -0.8434 -0.1 0.0 0.0
H 1.3752 3.2305 1.2102 0.0 0.1 0.0
H -3.9832 -0.7271 -2.2474 0.0 0.0 -0.1
C -3.6132 -0.0426 1.5261 0.0 0.0 -0.1



[4]
17
Properties=species:S:1:pos:R:3:forces:R:3 method="wB97M-V/def2-TZVPD" s_squared=0.753 gap_ev="2.408 / 7.706" spin_multiplicity=2 relative_energy_ev=2.666
H 2.4145 -1.7557 -2.3203 0.0 0.5 0.7
H 0.0743 -1.2907 -0.4229 -0.9 1.3 0.6
C 1.4694 -1.2462 -2.0805 -0.4 -1.8 0.6
O -0.0333 0.4231 0.0576 1.9 -4.8 -1.4
H 1.6430 -1.3956 -0.0138 0.1 0.7 0.8
N 0.9552 -1.7502 -0.6521 2.1 2.6 -3.4
H -1.9713 -0.3626 1.7882 -0.4 1.5 0.4
C -1.6194 0.7555 1.9671 0.0 -5.2 -0.6
H 1.5029 -0.1697 -2.1423 0.0 0.1 0.6
H -1.0888 3.0825 1.1654 0.5 0.1 -0.7
H -0.1130 2.6267 -0.2771 -0.5 0.2 0.9
C -0.8019 1.0027 0.8434 -0.5 6.2 -1.1
N -0.7536 2.4031 0.4879 -0.8 0.4 0.4
H 0.9794 -2.7038 -0.5750 -0.3 -3.1 -0.1
H -2.3895 1.4232 2.1831 -1.5 1.1 -0.1
H 0.8334 -1.6244 -2.8751 -0.7 0.1 0.4
H -1.1010 0.5820 2.8666 1.2 0.0 2.0



[5]
11
Properties=species:S:1:pos:R:3:forces:R:3 method="wB97M-V/def2-TZVPD" gap_ev=6.745 total_charge=-1 relative_energy_ev=0.505
H 0.9555 -0.4155 1.6076 0.4 0.1 0.1
H 0.1627 -2.0700 -0.5940 -0.1 0.0 0.1
N -1.1502 2.2639 -0.2308 0.2 -0.6 0.1
C 0.7228 -1.1226 -0.3317 -0.2 -0.6 -1.8
H -0.6905 2.3336 -1.1278 0.3 0.3 -0.3
N 0.2527 -0.9043 1.0777 -0.2 0.4 -0.2
H -1.9822 1.7407 -0.4752 -0.4 0.0 0.1
H 0.1101 -1.8019 1.5096 0.2 -0.2 0.2
O 2.0052 -1.1910 -0.6713 0.1 0.1 1.1
H 0.2055 -0.3620 -0.9844 -0.2 0.2 0.5
H -0.5916 1.5290 0.2202 -0.1 0.2 0.2